DFT (ωB97M-V/def2-TZVPD) results for a molecular structure, C45H35BeBrINO5P2Se.

ORCA input file:
```
! RIJCOSX wB97M-V def2-TZVPD def2/J DEFGRID3
* xyz 0 1
Be 0.712 -0.326 0.613
I -0.334 -0.146 3.181
C -0.978 -2.009 3.878
C -0.917 -2.092 5.238
C -1.380 -3.229 5.923
C -1.927 -4.246 5.210
C -1.991 -4.194 3.795
C -2.590 -5.283 3.125
C -2.667 -5.304 1.769
C -2.101 -4.248 1.043
C -1.493 -3.161 1.629
P -0.738 -2.042 0.321
C -2.258 -1.500 -0.539
C -2.928 -2.185 -1.551
C -4.076 -1.651 -2.119
C -4.582 -0.438 -1.673
C -3.937 0.240 -0.647
C -2.778 -0.283 -0.091
C 0.165 -3.314 -0.633
C 0.053 -3.578 -1.994
C 0.852 -4.550 -2.585
C 1.778 -5.251 -1.828
C 1.925 -4.962 -0.478
C 1.128 -3.997 0.114
C -1.466 -3.077 3.064
H -0.516 -1.259 5.801
H -1.312 -3.271 7.002
H -2.326 -5.122 5.707
H -2.988 -6.097 3.720
H -3.128 -6.133 1.246
H -2.122 -4.322 -0.036
H -2.572 -3.143 -1.903
H -4.579 -2.191 -2.913
H -5.479 -0.026 -2.120
H -4.329 1.183 -0.284
H -2.268 0.259 0.698
H -0.627 -3.009 -2.613
H 0.756 -4.748 -3.647
H 2.396 -6.011 -2.292
H 2.671 -5.477 0.114
H 1.261 -3.761 1.165
O 0.230 1.071 0.138
P 0.861 2.481 0.331
C -0.027 3.300 -1.082
C -1.240 2.792 -1.545
C -1.908 3.386 -2.608
C -1.371 4.507 -3.228
C -0.168 5.031 -2.773
C 0.497 4.431 -1.712
C 2.531 2.798 -0.265
C 3.371 3.711 0.364
C 4.667 3.874 -0.097
C 5.129 3.108 -1.160
C 4.291 2.192 -1.777
C 2.986 2.040 -1.334
C 0.244 3.502 1.736
C -0.827 4.373 1.479
C -1.384 5.150 2.484
C -0.890 5.084 3.775
C 0.176 4.240 4.049
C 0.744 3.466 3.046
H -1.669 1.927 -1.059
H -2.849 2.971 -2.952
H -1.888 4.971 -4.059
H 0.256 5.906 -3.249
H 1.438 4.848 -1.372
H 3.016 4.275 1.220
H 5.327 4.579 0.392
H 6.153 3.214 -1.495
H 4.659 1.579 -2.590
H 2.324 1.327 -1.810
H -1.249 4.449 0.490
H -2.207 5.813 2.246
H -1.324 5.692 4.560
H 0.580 4.176 5.052
H 1.587 2.840 3.287
O 2.074 1.456 1.911
Se 3.060 0.101 1.790
O 4.498 0.451 1.178
O 2.144 -0.828 0.686
O 3.070 -0.690 3.190
Br 3.402 -1.831 -2.054
C 1.929 -1.065 -2.953
C 2.021 -0.906 -4.330
C 0.949 -0.335 -4.991
C -0.162 0.059 -4.260
C -0.145 -0.140 -2.892
N 0.880 -0.702 -2.237
H 2.915 -1.218 -4.852
H 0.986 -0.191 -6.064
H -1.018 0.521 -4.734
H -0.982 0.171 -2.278
*
```

Output
strongest force on any atom	0.0163	Eh/bohr
ΔE to the lowest compared entry with this formula, charge and spin	30.8	kcal/mol
E_HOMO	-8.3	eV

DFT (ωB97M-V/def2-TZVPD) results for a molecular structure, C45H35N7O4S4Sb2Se3Tl.

ORCA input file:
```
! RIJCOSX wB97M-V def2-TZVPD def2/J DEFGRID3
* xyz -2 2
Tl 1.669 -1.351 -1.070
Se 2.269 -4.965 0.485
Se 0.318 -4.371 -0.738
C -0.613 -3.153 0.300
C -1.616 -3.590 1.182
C -2.332 -2.714 1.905
C -2.056 -1.236 1.880
C -1.194 -0.925 0.679
N -0.471 -1.817 0.041
C 3.456 -4.496 -0.920
C 4.585 -5.293 -1.131
C 5.370 -5.065 -2.241
C 5.004 -4.053 -3.120
C 3.881 -3.305 -2.821
N 3.131 -3.501 -1.741
H -1.801 -4.656 1.229
H -3.133 -3.057 2.549
H -3.008 -0.691 1.845
H -1.095 0.109 0.383
H 4.793 -6.092 -0.431
H 6.235 -5.688 -2.435
H 5.571 -3.843 -4.016
H 3.545 -2.532 -3.499
S 2.416 2.162 -4.582
Sb 3.033 0.014 -4.066
S 0.899 -1.237 -3.481
S 3.676 0.033 -1.627
Se -0.079 2.664 4.344
N 0.512 4.095 3.475
C 0.734 3.780 2.196
C 1.168 4.717 1.245
C 1.297 4.305 -0.054
C 1.043 2.980 -0.376
N 0.723 2.024 0.512
C 0.546 2.419 1.762
N 0.096 1.591 2.782
H 1.372 5.734 1.549
H 1.600 4.976 -0.846
H 1.046 2.692 -1.420
S 0.422 -0.066 2.979
C -1.385 -0.719 3.278
N -1.242 -1.816 4.186
C -1.743 -1.831 5.442
C -2.511 -0.829 5.923
C -2.706 0.331 5.087
C -2.156 0.401 3.865
H -0.587 -2.525 3.886
H -1.515 -2.715 6.022
H -2.941 -0.875 6.911
H -3.309 1.150 5.460
H -2.299 1.266 3.232
O 1.844 -2.716 2.724
C 2.771 -2.194 2.093
O 2.855 -1.993 0.843
C 4.004 -1.772 2.881
C 4.227 -2.378 4.112
C 5.326 -2.034 4.885
C 6.205 -1.067 4.437
C 5.979 -0.464 3.203
C 4.890 -0.814 2.413
N 6.919 0.545 2.753
O 6.732 1.082 1.682
O 7.871 0.808 3.480
H 3.515 -3.122 4.444
H 5.494 -2.513 5.841
H 7.063 -0.765 5.019
H 4.740 -0.341 1.449
C -1.675 3.330 -6.540
C -0.883 2.201 -6.413
C -1.000 1.391 -5.291
C -1.901 1.708 -4.284
C -2.701 2.841 -4.422
C -2.589 3.646 -5.544
Sb -1.994 0.475 -2.496
C -2.372 2.166 -1.190
C -1.731 3.384 -1.389
C -1.836 4.401 -0.451
C -2.587 4.218 0.700
C -3.246 3.013 0.902
C -3.126 1.993 -0.031
C -4.109 0.023 -2.826
C -5.176 0.804 -2.394
C -6.486 0.371 -2.556
C -6.750 -0.848 -3.161
C -5.695 -1.631 -3.611
C -4.390 -1.197 -3.437
H -1.574 3.970 -7.409
H -0.151 1.959 -7.173
H -0.370 0.517 -5.191
H -3.408 3.101 -3.642
H -3.208 4.532 -5.638
H -1.131 3.539 -2.277
H -1.314 5.337 -0.614
H -2.658 5.005 1.441
H -3.853 2.864 1.788
H -3.622 1.043 0.146
H -4.984 1.758 -1.917
H -7.305 0.986 -2.201
H -7.771 -1.190 -3.280
H -5.892 -2.586 -4.086
H -3.567 -1.820 -3.775
*
```

Output
strongest force on any atom	0.0198	Eh/bohr
ΔE to the lowest compared entry with this formula, charge and spin	79.3	kcal/mol
⟨S²⟩	0.778
E_HOMO (alpha / beta)	-1.9 / -1.9	eV

DFT (ωB97M-V/def2-TZVPD) results for a molecular structure, C45H36BrNOsPS.

ORCA input file:
```
! RIJCOSX wB97M-V def2-TZVPD def2/J DEFGRID3
* xyz 1 1
Os -0.812 -0.888 -0.621
Br 0.381 -1.837 1.464
C 0.474 -3.621 0.806
C 1.063 -4.560 1.595
C 1.186 -5.876 1.104
C 0.731 -6.169 -0.147
C 0.119 -5.180 -0.957
C -0.333 -5.497 -2.258
C -0.921 -4.552 -3.047
C -1.121 -3.250 -2.552
C -0.691 -2.847 -1.298
C -0.043 -3.850 -0.483
H 1.435 -4.300 2.577
H 1.651 -6.636 1.717
H 0.833 -7.171 -0.546
H -0.203 -6.511 -2.618
H -1.257 -4.802 -4.044
H -1.623 -2.543 -3.196
C 6.046 0.038 0.378
C 4.806 0.598 1.086
C 5.229 1.759 1.999
C 4.199 -0.506 1.952
C 3.819 1.116 0.041
C 4.203 2.175 -0.806
C 3.375 2.657 -1.794
C 2.124 2.066 -1.945
S 0.918 2.383 -3.161
C -0.035 1.107 -2.549
N 0.462 0.506 -1.478
C 1.712 1.032 -1.115
C 2.566 0.555 -0.122
C -1.307 0.679 -3.061
C -1.915 1.222 -4.195
C -3.168 0.785 -4.558
C -3.795 -0.194 -3.781
C -3.175 -0.735 -2.665
C -1.902 -0.312 -2.267
H 6.757 -0.336 1.118
H 6.554 0.798 -0.217
H 5.777 -0.787 -0.284
H 5.929 1.402 2.757
H 4.366 2.189 2.508
H 5.719 2.557 1.441
H 4.941 -0.842 2.678
H 3.905 -1.372 1.355
H 3.328 -0.151 2.510
H 5.185 2.616 -0.697
H 3.698 3.453 -2.451
H 2.249 -0.274 0.490
H -1.406 1.984 -4.776
H -3.663 1.192 -5.429
H -4.784 -0.537 -4.060
H -3.695 -1.496 -2.098
C 0.620 1.859 4.672
C 1.210 2.190 3.458
C 0.540 1.947 2.269
C -0.738 1.384 2.290
C -1.324 1.052 3.507
C -0.643 1.289 4.694
P -1.581 1.060 0.725
C -2.001 2.676 0.017
C -1.496 3.866 0.539
C -1.834 5.079 -0.044
C -2.680 5.115 -1.143
C -3.204 3.934 -1.651
C -2.869 2.720 -1.075
C -3.028 0.079 1.023
C -4.244 0.218 1.678
C -5.091 -0.879 1.707
C -4.706 -2.070 1.091
C -3.500 -2.185 0.408
C -2.654 -1.080 0.361
H 1.145 2.049 5.598
H 2.192 2.641 3.440
H 1.007 2.213 1.328
H -2.305 0.596 3.533
H -1.107 1.029 5.637
H -0.847 3.856 1.404
H -1.439 5.999 0.368
H -2.942 6.064 -1.592
H -3.884 3.956 -2.494
H -3.309 1.809 -1.461
H -4.526 1.150 2.153
H -6.046 -0.813 2.210
H -5.369 -2.926 1.131
H -3.240 -3.114 -0.082
*
```

Output
strongest force on any atom	0.0174	Eh/bohr
ΔE to the lowest compared entry with this formula, charge and spin	1.2	kcal/mol
E_HOMO (alpha / beta)	-10.6 / -10.6	eV